Entry 1:
{
  "formula": "C18H16N4O3S",
  "method": "ωB97M-V/def2-TZVPD",
  "species": ["C", "C", "O", "N", "C", "C", "C", "C", "C", "C", "H", "N", "C", "O", "C", "H", "H", "S", "C", "N", "N", "C", "C", "C", "H", "H", "C", "C", "C", "C", "O", "H", "H", "H", "H", "H", "H", "H", "H", "H", "H", "H"],
  "xyz": [[-3.026, -2.728, 0.663], [-1.686, -2.026, 0.561], [-1.552, -0.834, 0.724], [-0.668, -2.887, 0.273], [0.694, -2.582, 0.133], [1.638, -3.583, 0.354], [2.985, -3.293, 0.242], [3.417, -2.021, -0.088], [2.474, -1.028, -0.330], [1.114, -1.313, -0.231], [0.385, -0.543, -0.422], [2.805, 0.283, -0.672], [3.963, 0.950, -0.458], [5.015, 0.469, -0.106], [3.795, 2.450, -0.708], [3.215, 2.657, -1.605], [4.775, 2.923, -0.756], [2.953, 3.263, 0.698], [1.260, 2.917, 0.414], [0.916, 2.262, -0.684], [-0.318, 1.930, -0.918], [-1.276, 2.232, -0.052], [-0.996, 2.964, 1.126], [0.302, 3.325, 1.361], [0.606, 3.879, 2.235], [-1.794, 3.209, 1.808], [-2.598, 1.751, -0.354], [-3.045, 0.983, -1.403], [-4.416, 0.763, -1.169], [-4.705, 1.410, -0.003], [-3.619, 2.011, 0.494], [-5.619, 1.512, 0.551], [-5.095, 0.202, -1.777], [-2.448, 0.629, -2.217], [2.002, 0.867, -0.931], [4.467, -1.790, -0.154], [3.712, -4.071, 0.421], [1.314, -4.580, 0.620], [-0.884, -3.874, 0.288], [-3.232, -3.283, -0.249], [-3.805, -1.986, 0.815], [-3.024, -3.419, 1.504]],
  "atomic_forces_ev_per_a": [[0.0, 0.3, 0.0], [-0.4, -0.3, 0.1], [0.1, 0.2, 0.1], [0.1, -0.4, -0.1], [0.4, 0.2, 0.0], [-0.1, 0.0, 0.0], [-0.2, 0.0, 0.0], [0.2, 0.1, 0.0], [0.1, -0.4, 0.2], [0.0, 0.0, 0.0], [0.0, 0.1, 0.0], [-0.4, 0.0, -0.2], [-0.1, 0.4, -0.2], [0.3, -0.1, 0.1], [-0.2, 0.1, 0.3], [0.1, 0.0, -0.1], [-0.1, -0.1, 0.0], [0.3, 0.1, 0.0], [-0.2, 0.0, 0.0], [0.7, 0.5, 0.3], [-1.2, -0.4, -0.3], [0.5, 0.5, 0.7], [0.2, -0.1, -0.3], [0.0, -0.2, -0.3], [0.0, 0.0, 0.1], [0.0, 0.0, 0.1], [-0.3, -0.7, -1.3], [0.5, 0.6, 0.6], [-0.3, 0.2, 0.5], [-0.5, -0.6, -0.6], [0.4, 0.3, 0.4], [0.0, 0.1, 0.1], [-0.2, -0.1, -0.1], [0.2, -0.1, -0.1], [0.4, -0.1, 0.0], [0.0, 0.0, 0.0], [0.1, -0.1, 0.0], [0.0, -0.1, 0.1], [-0.1, 0.2, 0.0], [0.0, -0.1, -0.1], [0.0, 0.0, 0.0], [0.0, -0.1, 0.1]],
  "nbo_charge": [-0.714, 0.689, -0.614, -0.609, 0.156, -0.274, -0.174, -0.263, 0.170, -0.234, 0.236, -0.633, 0.671, -0.602, -0.613, 0.252, 0.257, 0.293, 0.017, -0.302, -0.212, 0.196, -0.191, -0.201, 0.232, 0.238, 0.220, -0.249, -0.318, 0.101, -0.394, 0.203, 0.229, 0.242, 0.432, 0.250, 0.215, 0.204, 0.397, 0.225, 0.243, 0.227],
  "e_homo_ev": -8.08,
  "energy_ev": -41863.756,
  "max_force_ev_per_a": 1.515,
  "charge": 0,
  "de_lowest_kcal_mol": 43.6
}

***

Entry 2:
{
  "formula": "C7H7BrO",
  "method": "ωB97M-V/def2-TZVPD",
  "species": ["C", "C", "C", "C", "C", "C", "C", "O", "Br", "H", "H", "H", "H", "H", "H", "H"],
  "xyz": [[-0.965, -1.939, -0.502], [-1.286, -0.965, -1.391], [0.001, -1.502, 0.440], [0.210, -0.077, -0.055], [0.323, -2.054, 1.603], [0.691, 0.991, 0.557], [0.569, 3.034, -0.700], [-0.537, 0.156, -1.234], [1.841, 1.106, 1.971], [-1.378, -2.917, -0.326], [-1.935, -0.728, -2.172], [0.959, -1.492, 2.319], [-0.075, -3.019, 1.637], [1.437, 3.264, -0.056], [0.502, 2.680, -1.673], [-0.356, 3.461, -0.419]],
  "atomic_forces_ev_per_a": [[-1.5, -0.8, -1.4], [1.4, -0.6, 1.5], [0.2, 3.3, -0.7], [0.0, 0.4, 0.8], [1.2, 1.7, -0.4], [-0.2, 2.7, -2.6], [0.7, -2.7, 4.1], [0.9, -0.3, 1.4], [0.2, 0.0, 0.5], [-0.5, -0.1, -0.7], [-1.4, -0.9, -1.1], [-0.6, -1.1, -0.4], [-0.2, -1.5, 1.2], [-0.4, 0.3, -1.3], [0.9, -0.6, -1.6], [-0.8, 0.4, 0.7]],
  "nbo_charge": [-0.336, 0.165, -0.070, 0.111, -0.407, -0.157, -0.439, -0.461, 0.123, 0.226, 0.209, 0.227, 0.204, 0.220, 0.199, 0.186],
  "e_homo_ev": -7.81,
  "energy_ev": -79456.496,
  "max_force_ev_per_a": 4.978,
  "charge": 0,
  "de_lowest_kcal_mol": 99.3
}

***

Entry 3:
{
  "formula": "C30H39N4O",
  "method": "ωB97M-V/def2-TZVPD",
  "species": ["C", "N", "C", "C", "N", "C", "C", "C", "H", "H", "H", "H", "H", "H", "H", "H", "H", "H", "H", "H", "C", "N", "C", "O", "C", "C", "C", "C", "C", "C", "C", "C", "N", "C", "C", "C", "C", "C", "C", "C", "C", "C", "C", "C", "C", "C", "C", "H", "H", "H", "H", "H", "H", "H", "H", "H", "H", "H", "H", "H", "H", "H", "H", "H", "H", "H", "H", "H", "H", "H", "H", "H", "H", "H"],
  "xyz": [[-4.089, -1.810, 1.554], [-4.397, -0.948, 0.440], [-5.256, -1.376, -0.645], [-5.435, -0.116, -1.471], [-4.569, 0.839, -0.819], [-4.576, 2.227, -1.205], [-4.040, 0.342, 0.316], [-3.238, 1.125, 1.252], [-4.136, -1.270, 2.508], [-4.814, -2.635, 1.584], [-3.081, -2.247, 1.475], [-4.783, -2.172, -1.235], [-6.212, -1.754, -0.262], [-5.140, -0.262, -2.517], [-6.481, 0.224, -1.460], [-3.759, 2.767, -0.719], [-4.439, 2.313, -2.290], [-5.523, 2.730, -0.942], [-3.690, 2.118, 1.329], [-3.218, 0.630, 2.228], [4.122, -0.767, -2.966], [2.758, -0.828, -2.503], [1.914, -1.812, -2.938], [2.162, -2.661, -3.793], [0.614, -1.671, -2.163], [0.278, -2.901, -1.324], [1.393, -3.238, -0.367], [2.512, -3.933, -0.836], [3.575, -4.220, 0.017], [3.517, -3.832, 1.360], [2.381, -3.175, 1.845], [1.313, -2.894, 0.988], [0.850, -0.488, -1.350], [-0.109, -0.034, -0.525], [0.082, 1.031, 0.364], [-0.899, 1.585, 1.155], [-0.618, 2.558, 2.158], [-1.642, 3.164, 2.947], [-1.386, 4.239, 3.792], [-0.084, 4.740, 3.936], [0.963, 4.110, 3.252], [0.720, 3.014, 2.428], [2.238, 0.018, -1.446], [3.085, -0.156, -0.154], [4.172, 0.912, -0.239], [3.723, 1.964, -1.279], [2.381, 1.514, -1.853], [4.205, -1.422, -3.837], [4.375, 0.258, -3.250], [4.833, -1.103, -2.199], [-0.190, -1.461, -2.889], [-0.658, -2.721, -0.786], [0.127, -3.723, -2.036], [2.537, -4.250, -1.884], [4.443, -4.753, -0.374], [4.350, -4.057, 2.029], [2.317, -2.882, 2.895], [0.413, -2.396, 1.364], [-1.074, -0.547, -0.612], [1.099, 1.432, 0.383], [-2.073, 1.277, 0.883], [-2.653, 2.778, 2.874], [-2.206, 4.696, 4.343], [0.113, 5.596, 4.584], [1.985, 4.482, 3.365], [1.560, 2.503, 1.959], [2.443, -0.014, 0.722], [3.473, -1.182, -0.107], [4.341, 1.380, 0.740], [5.122, 0.453, -0.542], [3.637, 2.951, -0.808], [4.471, 2.055, -2.077], [2.315, 1.603, -2.946], [1.555, 2.084, -1.420]],
  "atomic_forces_ev_per_a": [[0.2, -0.2, 0.3], [0.3, -0.1, 0.1], [-0.1, -0.7, -0.2], [-0.5, 0.2, -0.6], [0.3, 0.2, -0.2], [-0.1, 0.4, -0.1], [0.1, 1.4, 1.8], [-6.7, -2.3, -0.8], [-0.1, -0.1, -0.3], [0.2, 0.3, 0.0], [-0.2, 0.0, 0.0], [-0.1, 0.0, 0.1], [0.2, 0.0, 0.0], [-0.1, 0.1, 0.1], [0.2, 0.0, 0.0], [-0.1, -0.2, -0.1], [0.0, -0.1, 0.2], [0.2, -0.2, 0.0], [0.4, -0.1, -0.1], [0.4, 0.2, -0.2], [0.4, 0.1, -0.1], [-0.7, -1.0, -0.4], [0.7, -0.4, -0.7], [-0.5, 1.1, 1.1], [-0.3, 0.1, -0.7], [0.2, -0.3, -0.2], [-0.1, -0.4, 0.4], [0.1, 0.0, 0.0], [-0.1, 0.1, 0.1], [-0.1, 0.1, -0.1], [0.0, 0.0, -0.1], [0.3, 0.0, -0.2], [-1.1, 0.6, 1.2], [0.9, 0.2, -0.9], [0.8, 0.5, 0.3], [2.7, -0.4, -1.2], [1.1, 1.4, 1.6], [0.3, -0.2, -0.6], [0.4, 0.0, 0.1], [-0.3, -0.4, -0.3], [0.1, -0.2, 0.0], [-0.9, 0.2, -0.2], [0.5, 0.2, 0.0], [-0.5, -0.2, 0.0], [0.4, 0.0, 0.2], [0.3, 0.5, 0.0], [-0.5, -0.4, 0.0], [0.0, 0.1, 0.2], [0.0, -0.2, -0.1], [-0.2, 0.0, -0.1], [0.2, -0.1, 0.2], [0.0, -0.1, -0.1], [-0.1, 0.1, 0.2], [0.1, 0.1, 0.4], [-0.2, 0.1, 0.2], [-0.3, 0.1, -0.2], [0.1, -0.1, -0.3], [0.3, -0.1, 0.0], [0.3, 0.2, 0.1], [-0.3, -0.3, 0.1], [1.7, 0.3, 0.4], [0.2, 0.3, 0.0], [0.2, -0.1, -0.1], [-0.1, -0.3, -0.2], [-0.3, -0.2, 0.0], [-0.1, 0.3, 0.1], [0.2, -0.1, -0.2], [-0.1, 0.3, 0.0], [0.0, -0.2, -0.2], [-0.2, 0.2, 0.1], [0.0, -0.2, -0.2], [-0.2, 0.1, 0.3], [0.0, 0.0, 0.3], [0.1, 0.0, -0.2]],
  "mulliken_charge": [-0.964, 0.149, -0.633, -0.584, 0.162, -1.038, 0.220, -2.469, 0.385, 0.380, 0.200, 0.302, 0.405, 0.325, 0.330, 0.353, 0.319, 0.315, 0.670, 0.652, -0.988, 0.297, -0.110, -0.695, 0.249, -1.482, 0.511, -0.149, -0.764, -0.478, -0.742, 0.017, 0.550, -0.149, 0.392, -0.742, 0.972, -0.240, -0.885, -0.395, -0.715, -0.455, 0.298, -0.679, -0.938, -0.690, -1.211, 0.433, 0.281, 0.248, 0.438, 0.490, 0.644, 0.428, 0.416, 0.394, 0.398, 0.351, 0.708, -0.472, 1.051, 0.245, 0.396, 0.399, 0.388, 0.521, 0.417, 0.177, 0.409, 0.389, 0.415, 0.414, 0.409, 0.354],
  "e_homo_ev": -9.45,
  "energy_ev": -39742.390,
  "max_force_ev_per_a": 7.169,
  "charge": 1,
  "de_lowest_kcal_mol": 78.2
}

***

Entry 4:
{
  "formula": "C14H22FO3PS",
  "method": "ωB97M-V/def2-TZVPD",
  "species": ["C", "C", "F", "C", "P", "S", "C", "O", "C", "C", "C", "C", "C", "C", "H", "H", "H", "H", "H", "H", "H", "H", "H", "H", "H", "H", "H", "H", "O", "C", "O", "C", "C", "C", "H", "H", "H", "H", "H", "H", "H", "H"],
  "xyz": [[2.352, -2.203, -0.142], [1.666, -2.171, -1.630], [2.144, -3.421, -2.331], [2.115, -0.915, -2.581], [2.275, 0.767, -1.692], [2.658, 2.201, -3.298], [0.579, 1.351, -0.950], [-0.231, 0.254, -0.402], [-1.292, -0.183, -1.317], [-1.317, -0.032, -2.948], [-2.571, -0.602, -3.851], [-3.841, -1.348, -3.117], [-3.888, -1.532, -1.476], [-2.613, -0.929, -0.625], [3.149, -1.369, 0.056], [2.897, -3.253, 0.013], [1.468, -2.210, 0.662], [0.506, -2.308, -1.513], [1.317, -0.823, -3.438], [3.146, -1.188, -3.118], [1.761, 1.892, -4.371], [0.011, 2.069, -1.686], [0.885, 2.030, -0.017], [-0.409, 0.511, -3.455], [-2.512, -0.424, -5.028], [-4.764, -1.771, -3.738], [-4.748, -2.052, -0.874], [-2.653, -1.050, 0.557], [-2.322, 0.087, 3.185], [-1.177, 0.478, 3.410], [-0.915, 1.223, 4.507], [0.406, 1.576, 4.957], [0.908, 2.815, 4.243], [-0.074, 0.216, 2.430], [1.091, 0.729, 4.868], [0.320, 1.788, 6.031], [0.995, 2.651, 3.165], [1.888, 3.112, 4.627], [0.209, 3.646, 4.380], [-0.112, 0.966, 1.636], [-0.226, -0.779, 1.995], [0.918, 0.202, 2.875]],
  "atomic_forces_ev_per_a": [[-0.3, -1.2, 0.3], [0.8, -0.7, 0.4], [-0.9, 2.4, 1.1], [-1.0, -1.4, -1.3], [0.3, 0.1, -0.3], [-1.2, -1.1, -0.5], [-0.2, 1.4, 0.3], [-1.9, 0.2, -3.5], [-3.8, -1.8, -2.0], [-2.3, -1.4, 2.0], [-0.1, -0.3, 4.2], [2.4, 1.1, 2.0], [4.5, 2.6, -2.0], [-0.2, 0.0, -2.7], [-1.7, -1.5, -0.4], [-1.2, 2.3, -0.6], [2.1, 0.4, -1.7], [2.3, 0.4, -0.6], [1.6, -0.4, 1.5], [-2.1, 0.8, 1.5], [0.9, 0.2, 1.5], [0.8, -1.6, 1.4], [-0.6, -1.6, -2.0], [-2.1, -1.2, 1.0], [-0.3, -0.6, 3.0], [2.4, 1.1, 1.4], [1.8, 1.2, -1.5], [0.2, 0.4, -2.8], [2.0, 0.9, 0.7], [-1.6, -0.4, -0.5], [-0.4, -0.3, 0.2], [0.0, 0.2, -0.1], [0.0, 0.1, -0.2], [0.4, -0.6, 0.2], [-0.1, 0.0, -0.1], [-0.3, -0.1, -0.3], [0.1, -0.1, 0.1], [-0.1, 0.0, 0.0], [0.1, -0.1, 0.1], [-0.1, -0.2, 0.3], [-0.2, 0.4, -0.1], [0.1, 0.2, 0.0]],
  "nbo_charge": [-0.693, 0.203, -0.411, -0.770, 0.648, -0.323, -0.373, -0.560, 0.276, -0.318, -0.222, -0.243, -0.218, -0.257, 0.231, 0.250, 0.226, 0.212, 0.240, 0.282, 0.142, 0.230, 0.222, 0.226, 0.247, 0.240, 0.250, 0.260, -0.587, 0.799, -0.507, -0.068, -0.636, -0.740, 0.178, 0.200, 0.206, 0.220, 0.222, 0.254, 0.247, 0.214],
  "e_homo_ev": -8.50,
  "energy_ev": -43848.570,
  "max_force_ev_per_a": 5.586,
  "charge": 0
}

***

- Which value of charge does entry 2 give?
  0